Record 1
Here is 11 unconnected molecules or ions with the total composition C20H62N4O20 in a non-equilibrium geometry from the Open Molecules 2025 dataset. Energies are from wB97M-V/def2-TZVPD.

Output
Net charge: 0
Relative energy (zero: lowest compared OMol25 entry of this formula, charge and spin): 339.1 kJ/mol
Highest occupied orbital energy: -8.81 eV
Structure (SMILES): NC(N)=O.NC(N)=O.OCCO.OCCO.OCCO.OCCO.OCCO.OCCO.OCCO.OCCO.OCCO
LUMO level: -0.051 eV

Positions of all 106 atoms, in Å:
1 N 14.046 8.700 10.761
2 C 15.164 8.209 10.956
3 N 16.212 8.798 10.455
4 O 15.390 7.071 11.410
5 H 13.862 9.398 10.054
6 H 13.240 8.157 11.036
7 H 17.030 8.206 10.478
8 H 16.232 9.738 10.087
9 N 7.410 12.623 10.276
10 C 7.222 12.475 11.556
11 N 6.738 13.623 12.041
12 O 7.647 11.542 12.189
13 H 7.637 11.788 9.756
14 H 7.414 13.514 9.800
15 H 6.098 14.112 11.432
16 H 6.588 13.725 13.035
17 O 14.971 11.622 10.558
18 C 15.703 12.158 9.504
19 C 14.814 11.836 8.200
20 O 13.875 12.887 7.938
21 H 14.605 12.327 11.097
22 H 16.029 13.192 9.621
23 H 16.564 11.499 9.393
24 H 14.383 10.846 8.349
25 H 15.398 11.825 7.280
26 H 13.117 12.558 7.451
27 O 11.021 14.271 10.783
28 C 12.086 14.775 10.011
29 C 11.775 15.041 8.509
30 O 10.915 16.255 8.605
31 H 10.357 14.960 10.714
32 H 12.431 15.685 10.501
33 H 12.897 14.052 10.098
34 H 11.384 14.190 7.950
35 H 12.724 15.263 8.021
36 H 10.797 16.439 7.670
37 O 14.412 11.267 13.824
38 C 15.561 12.119 13.795
39 C 14.881 13.500 13.661
40 O 14.652 13.850 12.274
41 H 14.394 10.769 13.003
42 H 16.099 12.154 14.742
43 H 16.254 11.869 12.991
44 H 15.534 14.249 14.108
45 H 13.977 13.658 14.250
46 H 14.292 14.739 12.333
47 O 11.689 7.401 10.840
48 C 11.754 6.337 11.766
49 C 11.599 6.910 13.205
50 O 10.314 7.500 13.281
51 H 11.606 6.906 10.021
52 H 11.126 5.480 11.522
53 H 12.744 5.927 11.564
54 H 12.379 7.642 13.415
55 H 11.484 6.061 13.879
56 H 10.455 8.397 12.969
57 O 7.511 7.771 13.677
58 C 6.970 8.672 12.660
59 C 6.466 7.759 11.538
60 O 6.128 8.638 10.442
61 H 8.470 7.807 13.646
62 H 6.169 9.305 13.041
63 H 7.764 9.318 12.287
64 H 5.676 7.027 11.712
65 H 7.244 7.066 11.217
66 H 6.987 9.008 10.226
67 O 9.995 11.233 17.140
68 C 9.649 10.014 16.561
69 C 8.262 10.050 15.953
70 O 7.149 10.106 16.951
71 H 10.952 11.191 17.211
72 H 10.430 9.676 15.880
73 H 9.684 9.218 17.305
74 H 7.987 9.064 15.580
75 H 8.175 10.919 15.301
76 H 6.366 10.375 16.465
77 O 8.663 9.618 9.432
78 C 9.456 8.894 8.463
79 C 8.702 8.024 7.497
80 O 9.381 7.377 6.321
81 H 9.265 9.965 10.094
82 H 9.896 9.666 7.831
83 H 10.227 8.239 8.867
84 H 7.814 8.521 7.106
85 H 8.248 7.252 8.119
86 H 8.723 6.787 5.946
87 O 11.309 15.714 17.477
88 C 11.162 14.349 17.013
89 C 12.153 14.009 16.019
90 O 13.366 13.938 16.647
91 H 10.523 16.262 17.532
92 H 11.068 13.642 17.838
93 H 10.244 14.266 16.432
94 H 12.200 14.664 15.149
95 H 12.021 12.970 15.718
96 H 13.602 14.777 17.049
97 O 10.588 11.454 10.296
98 C 11.488 10.923 11.144
99 C 11.331 11.123 12.653
100 O 10.127 10.444 13.028
101 H 10.573 12.383 10.537
102 H 11.628 9.852 10.996
103 H 12.430 11.297 10.744
104 H 11.243 12.155 12.995
105 H 12.156 10.667 13.200
106 H 9.450 11.074 12.771

Force components x, y, z for each atom (eV/Å):
N -7.1 3.2 -0.5
C 5.0 -5.4 0.6
N 3.4 2.3 -1.4
O -1.0 -0.2 1.1
H 0.3 0.1 0.4
H 0.0 0.0 -0.2
H 0.0 0.5 -0.1
H 0.0 -0.4 0.3
N 0.4 -1.0 -4.3
C 1.2 1.1 0.9
N -1.4 1.8 1.8
O 0.0 -1.3 1.3
H 0.2 0.1 -0.2
H -0.2 -0.4 0.2
H 0.1 0.1 0.4
H -0.1 -0.2 -0.2
O -0.2 0.0 1.0
C -1.3 -1.5 -2.4
C 1.4 1.6 -0.1
O -0.3 0.0 0.9
H -0.1 0.5 0.3
H -0.3 0.0 -0.1
H 0.5 0.3 -0.2
H -0.3 0.1 0.1
H 0.7 -0.5 0.2
H 0.0 -0.3 0.0
O -0.6 0.0 -0.2
C 1.0 -0.8 -0.9
C 0.4 1.4 2.4
O 0.8 -2.0 -1.2
H -0.5 -0.1 0.2
H 0.1 0.4 -0.4
H 0.0 -0.1 -0.2
H -0.8 0.1 0.3
H 0.1 0.4 0.0
H -0.5 0.7 -0.1
O 0.6 -1.0 0.1
C -2.2 1.5 0.2
C 1.7 0.9 -0.1
O -0.1 -0.2 0.6
H 0.1 -0.3 -0.1
H -0.2 -0.6 0.1
H -0.1 0.2 -0.1
H 0.5 0.3 -0.2
H -0.1 -1.0 -0.1
H -0.1 0.1 -0.5
O -1.5 -0.1 -0.6
C 1.8 -0.5 1.2
C -1.3 -1.5 -1.6
O 0.3 0.7 0.1
H 0.0 0.6 -0.6
H -0.9 0.5 0.2
H 0.5 -0.3 0.9
H 0.2 -0.3 0.3
H 1.0 0.1 0.2
H -0.6 0.6 -0.1
O -1.0 0.9 -0.1
C 0.5 -2.4 0.5
C 0.4 0.8 -1.0
O -0.4 -0.8 0.3
H 0.2 -0.1 -0.1
H 0.1 -0.1 0.3
H -0.2 -0.1 -0.1
H -0.6 0.8 0.6
H 0.7 0.2 0.0
H 0.2 0.4 -0.5
O 0.5 0.9 0.1
C -0.8 -1.3 0.4
C -1.3 -0.7 1.1
O 1.3 0.8 0.3
H 0.1 0.4 0.3
H -0.4 0.2 -0.9
H -0.4 -0.1 0.5
H 0.9 0.3 -1.3
H 0.0 -0.3 -0.4
H 0.1 0.0 -0.1
O -0.4 -1.7 -0.9
C 1.2 1.1 -1.4
C -2.5 -1.6 -0.6
O 0.2 1.5 2.2
H 0.3 0.4 0.1
H 0.7 0.1 0.1
H 0.1 0.5 0.6
H 0.2 0.6 -0.1
H 0.1 -0.5 -0.1
H -0.1 0.0 0.1
O 1.2 -0.4 0.0
C -3.6 1.6 -0.2
C 0.9 -1.0 -0.1
O 3.1 -0.1 0.7
H -0.3 -0.7 -0.2
H 0.4 0.1 0.0
H -0.7 0.0 0.4
H -0.5 0.2 -0.1
H -0.6 0.0 -0.5
H -0.2 0.2 0.1
O -2.7 0.5 -0.7
C 3.8 -0.9 1.0
C -0.6 -0.5 -0.4
O 0.5 0.1 0.2
H -0.4 0.8 -0.4
H -0.8 -0.2 -0.1
H 0.9 0.2 0.8
H 0.3 0.3 -0.3
H 0.1 0.0 -0.2
H -1.0 -0.3 0.0

These are the Löwdin partial charges, in e, on atoms 1 to 2: 0.21 -0.80

***

Record 2
Here is 11 unconnected molecules or ions with the total composition C20H62N8O11 in a non-equilibrium geometry from the Open Molecules 2025 dataset. Energies are from wB97M-V/def2-TZVPD.

Output
Net charge: 0
Relative energy (zero: lowest compared OMol25 entry of this formula, charge and spin): 126.6 kJ/mol
Highest occupied orbital energy: -9.56 eV
Structure (SMILES): NC(N)=O.NC(N)=O.NC(N)=O.NC(N)=O.CC(C)O.CC(C)O.CCO.CCO.CCO.CCO.CCO
LUMO level: 0.302 eV

Positions of all 101 atoms, in Å:
1 N 5.309 0.905 4.104
2 C 4.390 0.702 3.183
3 N 4.586 1.598 2.267
4 O 3.459 -0.091 3.268
5 H 5.359 0.310 4.918
6 H 6.006 1.625 3.983
7 H 3.899 1.584 1.526
8 H 5.473 2.080 2.243
9 N 4.328 4.441 -2.495
10 C 4.720 5.664 -2.433
11 N 5.880 5.812 -3.125
12 O 4.189 6.530 -1.735
13 H 4.919 3.844 -3.056
14 H 3.622 4.020 -1.908
15 H 6.184 5.018 -3.670
16 H 6.415 6.664 -3.037
17 N -0.604 0.221 -1.674
18 C 0.299 0.377 -0.747
19 N 0.092 -0.284 0.340
20 O 1.304 1.066 -0.852
21 H -1.379 -0.420 -1.587
22 H -0.359 0.722 -2.516
23 H -0.701 -0.888 0.499
24 H 0.802 -0.226 1.056
25 N -4.467 -1.376 -4.209
26 C -4.295 -0.466 -5.143
27 N -4.028 -0.943 -6.319
28 O -4.364 0.701 -4.904
29 H -4.810 -1.033 -3.324
30 H -4.561 -2.299 -4.609
31 H -3.855 -0.272 -7.053
32 H -4.112 -1.942 -6.443
33 C -1.885 4.163 2.780
34 C -0.876 5.213 3.276
35 C 0.567 4.781 2.867
36 O -1.023 6.409 2.583
37 H -1.973 4.202 1.694
38 H -2.900 4.459 3.046
39 H -1.701 3.165 3.178
40 H -0.912 5.421 4.345
41 H 0.667 3.732 3.146
42 H 1.416 5.310 3.301
43 H 0.576 4.822 1.778
44 H -0.151 6.804 2.504
45 C -3.243 -1.143 8.115
46 C -2.555 -0.760 6.770
47 C -1.076 -0.452 6.883
48 O -2.737 -1.898 5.991
49 H -4.248 -1.523 7.930
50 H -3.241 -0.305 8.812
51 H -2.711 -1.873 8.726
52 H -3.146 0.081 6.407
53 H -0.900 0.470 7.438
54 H -0.601 -0.153 5.949
55 H -0.499 -1.205 7.419
56 H -2.112 -2.525 6.362
57 C 6.046 -4.976 3.216
58 C 4.651 -5.420 2.868
59 O 3.698 -4.681 3.631
60 H 6.239 -3.935 2.956
61 H 6.733 -5.637 2.687
62 H 6.388 -5.102 4.243
63 H 4.605 -6.492 3.060
64 H 4.411 -5.320 1.810
65 H 3.734 -3.765 3.347
66 C 0.227 -3.405 -6.075
67 C 1.406 -4.118 -6.731
68 O 1.978 -5.026 -5.842
69 H -0.073 -2.532 -6.654
70 H 0.407 -3.240 -5.013
71 H -0.615 -4.097 -6.083
72 H 2.041 -3.318 -7.111
73 H 1.105 -4.623 -7.649
74 H 2.070 -5.846 -6.333
75 C -7.234 1.125 0.677
76 C -5.827 0.671 1.077
77 O -5.629 -0.589 0.378
78 H -7.534 2.096 1.071
79 H -7.905 0.432 1.183
80 H -7.378 1.150 -0.403
81 H -5.648 0.559 2.147
82 H -5.117 1.409 0.705
83 H -4.840 -0.966 0.775
84 C -2.655 -4.620 -0.548
85 C -2.167 -4.368 0.907
86 O -2.547 -3.117 1.429
87 H -2.197 -3.939 -1.265
88 H -3.736 -4.739 -0.623
89 H -2.221 -5.588 -0.796
90 H -1.090 -4.319 1.064
91 H -2.589 -5.142 1.549
92 H -2.571 -3.218 2.383
93 C 1.240 2.175 -5.891
94 C 2.201 2.777 -6.912
95 O 1.414 3.375 -7.895
96 H 1.620 1.257 -5.443
97 H 0.363 1.829 -6.437
98 H 0.960 2.958 -5.186
99 H 2.892 2.030 -7.302
100 H 2.734 3.547 -6.355
101 H 1.969 3.912 -8.465

Force components x, y, z for each atom (eV/Å):
N 2.4 -0.9 3.5
C -1.6 -1.3 1.6
N -0.8 1.9 -3.9
O 0.2 -0.1 -0.3
H 0.0 0.2 -0.3
H -0.2 -0.4 0.4
H 0.5 0.5 -0.4
H -0.7 0.1 -0.7
N -1.5 -4.7 -0.7
C 0.5 3.7 2.1
N 0.8 0.8 -0.7
O 0.5 -0.2 -0.7
H -0.7 -0.5 0.5
H 0.0 0.4 -0.2
H 0.5 0.8 0.1
H -0.2 -0.3 -0.3
N -1.6 0.3 -2.8
C 2.1 1.1 0.0
N -0.7 -2.5 4.3
O 0.7 0.9 -0.8
H 0.2 0.4 -0.3
H -0.7 -0.3 -0.1
H 0.2 0.1 0.0
H -0.2 0.0 -0.1
N -0.1 -2.1 1.4
C -0.3 1.5 1.3
N 0.8 -1.5 -3.5
O 0.0 3.1 0.4
H -0.1 -0.7 -0.1
H -0.4 -0.2 1.4
H -0.1 -0.6 0.0
H 0.3 0.5 -0.8
C -0.6 1.1 0.3
C 2.2 -0.9 -0.7
C -1.0 -1.6 0.5
O -1.3 1.5 -0.5
H 0.7 -0.4 -0.1
H -0.1 0.0 0.5
H 0.1 0.1 -0.2
H -0.3 -0.4 0.2
H 0.4 -0.1 0.0
H -0.3 0.4 0.1
H 0.3 0.0 0.0
H -0.1 0.2 0.0
C 0.7 1.0 0.5
C -0.4 -0.5 2.3
C 0.2 1.6 0.4
O -0.1 -0.6 -1.6
H 0.1 0.2 0.0
H -0.5 0.4 -0.1
H 0.3 -0.5 -0.5
H 0.2 -0.1 -0.6
H -0.3 0.1 0.5
H -0.2 -0.8 -0.4
H -0.1 -0.3 -0.3
H 0.0 -0.4 -0.2
C 1.0 -0.2 -0.5
C 0.1 0.4 0.5
O -0.3 -0.8 0.1
H 0.0 0.0 -0.2
H 0.3 0.3 -0.5
H -0.8 0.0 0.3
H -0.6 0.1 0.5
H 0.3 0.2 -0.2
H 0.0 0.1 -0.1
C -0.5 -1.2 -0.3
C -1.0 1.3 -0.7
O 0.5 -0.5 0.1
H 0.1 0.2 0.4
H 0.3 0.6 -0.2
H -0.3 0.0 0.0
H 1.0 -0.1 0.4
H -0.4 -0.2 0.0
H 0.2 -0.1 0.3
C 0.0 -0.2 1.2
C -0.3 0.2 -1.5
O 0.1 0.7 0.7
H 0.4 0.2 0.0
H -0.3 -0.2 -0.5
H 0.1 -0.3 0.1
H -0.4 -0.1 0.1
H 0.3 0.0 0.0
H 0.2 -0.4 -0.1
C 1.3 -0.4 1.1
C -0.1 -0.1 -0.3
O -1.1 1.1 0.0
H -0.5 0.3 0.1
H 0.1 0.5 0.0
H -0.1 -0.2 -0.1
H 0.3 -1.0 -0.8
H 0.1 -0.3 -0.1
H -0.1 0.3 0.1
C -0.1 -0.4 -0.7
C -0.1 -0.1 1.4
O -0.4 0.3 -0.9
H 0.3 0.4 0.5
H -0.2 0.2 0.0
H -0.1 -0.4 0.2
H 0.1 0.0 -0.2
H 0.6 0.0 -0.2
H 0.0 0.0 -0.1

These are the Löwdin partial charges, in e, on atoms 1 to 2: 0.14 -0.77